No. 1
{
  "formula": "C10H13CuO8P2S2Te",
  "method": "ωB97M-V/def2-TZVPD",
  "elements": ["Cu", "O", "P", "O", "O", "O", "P", "O", "O", "O", "H", "H", "C", "O", "C", "S", "S", "H", "H", "H", "C", "Te", "C", "C", "C", "C", "C", "C", "C", "H", "H", "H", "H", "H", "H", "H", "H"],
  "coordinates": [[-0.9756, 1.8416, 1.0158], [2.4510, 0.0226, 3.4943], [1.6696, 0.1308, 2.0666], [2.6374, -0.1736, 0.9926], [0.8719, 1.4106, 2.1256], [0.6067, -1.0970, 2.1845], [-1.0100, -0.9339, 2.3035], [-1.1733, -0.0063, 3.6206], [-1.5965, -2.2648, 2.5458], [-1.4644, -0.1284, 1.0954], [1.8805, 0.4217, 4.1603], [-0.8215, 0.8785, 3.4192], [-2.3971, 6.7847, 2.8252], [-2.0961, 5.9978, 1.6879], [-1.8012, 4.6779, 1.8641], [-1.7766, 3.9868, 3.3824], [-1.4845, 3.9152, 0.3786], [-2.6267, 7.7766, 2.4349], [-1.5472, 6.8305, 3.5084], [-3.2483, 6.3796, 3.3738], [0.3136, -0.7727, -3.6055], [-0.5586, -0.0920, -1.7402], [0.4840, -1.7832, -0.9463], [0.7781, -2.6969, -2.0957], [1.1439, -4.0264, -1.8849], [1.4143, -4.8687, -2.9512], [1.3241, -4.3876, -4.2519], [0.9664, -3.0659, -4.4670], [0.6919, -2.2139, -3.3985], [1.1956, -0.1785, -3.8510], [-0.4053, -0.6669, -4.4185], [-0.1509, -2.2552, -0.2011], [1.3914, -1.4230, -0.4589], [1.2061, -4.3939, -0.8673], [1.6893, -5.9011, -2.7688], [1.5267, -5.0409, -5.0930], [0.8913, -2.6840, -5.4801]],
  "e_tot_ha": -4378.77709,
  "spin_multiplicity": 1,
  "charge": -2,
  "e_above_lowest_kcal_mol": 0.0
}

No. 2
{
  "formula": "C10H13F3NO",
  "method": "ωB97M-V/def2-TZVPD",
  "elements": ["C", "O", "C", "C", "C", "C", "C", "C", "C", "H", "H", "H", "H", "H", "H", "H", "H", "H", "F", "C", "F", "F", "C", "N", "H", "H", "H", "H"],
  "coordinates": [[2.9890, 0.2395, -1.5163], [1.6117, 0.5872, -1.2947], [0.7026, -0.3477, -1.2072], [-0.6723, 0.0074, -1.3323], [-1.6103, -1.0486, -1.4337], [-2.9655, -0.7636, -1.5021], [-3.4054, 0.5683, -1.4800], [-2.4786, 1.6183, -1.4171], [-1.1181, 1.3594, -1.3522], [3.5271, 1.1860, -1.4888], [3.3542, -0.4380, -0.7329], [3.0859, -0.2323, -2.4996], [1.0116, -1.4048, -1.1619], [-1.2123, -2.0639, -1.4794], [-3.6859, -1.5807, -1.5713], [-4.4738, 0.7844, -1.4893], [-2.8269, 2.6522, -1.4226], [-0.3708, 2.1537, -1.3460], [0.2470, -1.7500, 4.1921], [0.9692, -0.7843, 3.5490], [1.0827, 0.2898, 4.3925], [2.2335, -1.2744, 3.3289], [0.3349, -0.3779, 2.2363], [1.1664, 0.5243, 1.5329], [0.1155, -1.3216, 1.7063], [-0.5942, 0.1350, 2.5219], [2.1634, 0.3620, 1.5933], [0.8196, 0.9205, 0.6742]],
  "e_tot_ha": -818.15721,
  "spin_multiplicity": 1,
  "charge": 1,
  "e_above_lowest_kcal_mol": 1.9
}

No. 3
{
  "formula": "C10H13INO",
  "method": "ωB97M-V/def2-TZVPD",
  "elements": ["C", "C", "C", "C", "C", "C", "C", "C", "C", "C", "N", "O", "I", "H", "H", "H", "H", "H", "H", "H", "H", "H", "H", "H", "H", "H"],
  "coordinates": [[1.2472, 2.6329, 1.5859], [0.4786, 0.3569, 1.7311], [2.3128, 2.2872, 2.3601], [1.5035, 0.0040, 2.5939], [0.2656, 1.6844, 1.2563], [2.4953, 0.9483, 2.8246], [-0.5635, -1.6920, -2.7004], [-1.5944, -2.6875, -2.0961], [-1.5870, -0.6204, -2.4858], [-0.7379, 2.1111, 0.3231], [-2.6633, -1.6819, -2.2265], [3.6588, 0.6517, 3.3753], [-2.3603, 1.1710, -0.4499], [1.3279, 3.5838, 1.0964], [-0.0975, -0.4746, 1.2540], [3.1648, 3.1043, 2.3808], [1.5276, -1.0437, 2.9034], [0.3520, -1.5887, -2.0757], [-0.3011, -1.9600, -3.8125], [-1.7215, -3.5522, -2.7241], [-1.3896, -2.9678, -1.0503], [-1.8551, 0.1335, -3.2036], [-0.8550, 3.2121, 0.1739], [-3.2267, -1.9300, -3.0535], [-3.1854, -1.3903, -1.4029], [3.8042, -0.2919, 3.4224]],
  "e_tot_ha": -816.10853,
  "spin_multiplicity": 1,
  "charge": 1,
  "e_above_lowest_kcal_mol": 83.7
}